## w
Molecular formula: C16H16N2O4
Method: DFT, the ωB97M-V functional and the def2-TZVPD basis

Geometry (Å):
C  2.2139  1.2233  4.0910
O  1.7691  2.0782  3.0580
C  0.8446  1.6702  2.1454
C  0.8290  2.4328  0.9818
C  -0.0607  2.1865  -0.0495
C  -0.8916  1.1025  0.0853
C  -0.9066  0.3062  1.2365
C  -0.0794  0.6098  2.3239
O  -0.0998  0.0187  3.5426
C  -1.2797  -0.6067  4.0072
C  -1.8189  -0.8235  0.9477
O  -2.0341  -1.8372  1.5548
O  -2.4263  -0.5909  -0.2413
C  -1.9042  0.5717  -0.8853
N  -1.3781  0.2683  -2.1823
C  -0.2450  -0.5172  -2.3153
N  0.5067  -0.6825  -1.2396
C  1.6277  -1.3773  -1.3369
C  2.0573  -1.9523  -2.5154
C  1.2673  -1.7797  -3.6466
C  0.0943  -1.0532  -3.5745
C  -0.7776  -0.8448  -4.7751
H  1.5046  1.1842  4.9199
H  2.3975  0.2117  3.7255
H  3.1507  1.6612  4.4376
H  1.5340  3.2467  0.9219
H  -0.0717  2.7964  -0.9375
H  -1.4212  -1.5923  3.5635
H  -2.1576  0.0085  3.7918
H  -1.1504  -0.6976  5.0855
H  -2.7385  1.2751  -1.0292
H  -2.0863  0.0868  -2.8786
H  2.1891  -1.4692  -0.4169
H  2.9738  -2.5184  -2.5581
H  1.5683  -2.2151  -4.5897
H  -0.9164  0.2183  -4.9704
H  -0.3245  -1.3013  -5.6518
H  -1.7592  -1.2976  -4.6261

Properties
**Charge**: 0
**Spin multiplicity**: 1
**LUMO energy**: 0.63 eV
**SMILES string**: COc1ccc2c(c1OC)C(=O)O[C@@H]2Nc1ncccc1C
**Gap between HOMO and LUMO**: 8.673 eV



## x
Molecular formula: C16H16N2O4
Method: DFT, the ωB97M-V functional and the def2-TZVPD basis

Geometry (Å):
C  0.7772  3.2002  -1.3626
O  0.5830  1.8059  -1.2926
C  -0.6010  1.3316  -0.8200
C  -1.6878  2.1207  -0.4697
C  -2.8519  1.5371  -0.0045
C  -2.9254  0.1572  0.1079
N  -4.1415  -0.4445  0.5800
O  -4.2049  -1.6541  0.6110
O  -5.0415  0.2996  0.9173
C  -1.8486  -0.6564  -0.2343
C  -0.6813  -0.0774  -0.6964
N  0.4505  -0.7990  -1.0575
C  0.7553  -2.0909  -0.7314
O  -0.0191  -2.8551  -0.2061
C  2.1624  -2.5171  -1.1223
C  3.2401  -1.4277  -1.0449
C  3.0867  -0.4940  0.1300
C  2.6714  -0.9527  1.3741
C  2.5126  -0.0731  2.4300
C  2.7759  1.2756  2.2621
C  3.2074  1.7397  1.0321
C  3.3575  0.8605  -0.0250
H  1.7951  3.3355  -1.7236
H  0.6773  3.6639  -0.3776
H  0.0794  3.6672  -2.0635
H  -1.6378  3.1937  -0.5549
H  -3.7038  2.1391  0.2692
H  -1.9239  -1.7267  -0.1248
H  1.1875  -0.2173  -1.4306
H  2.1126  -2.9071  -2.1426
H  2.4151  -3.3594  -0.4766
H  4.2150  -1.9210  -0.9791
H  3.2514  -0.8406  -1.9676
H  2.4614  -2.0006  1.5226
H  2.1800  -0.4435  3.3881
H  2.6483  1.9605  3.0872
H  3.4245  2.7892  0.8939
H  3.6912  1.2301  -0.9853

Properties
**Charge**: 0
**Spin multiplicity**: 1
**LUMO energy**: -0.12 eV
**SMILES string**: COc1ccc([N+](=O)[O-])cc1NC(=O)CCc1ccccc1
**Gap between HOMO and LUMO**: 8.512 eV



Which of them is most stable? Easy: w.



## w
Molecular formula: C3H8N5
Method: DFT, the ωB97M-V functional and the def2-TZVPD basis

Geometry (Å):
C  -0.3043  0.2828  -1.6062
C  0.2869  -0.4468  -0.3377
C  -0.1102  -1.8908  -0.0598
N  0.0372  0.3668  0.7132
N  -0.5924  0.1631  1.7415
N  -0.4767  1.1419  2.6271
N  0.2920  2.0806  2.1020
N  0.6817  1.7055  0.9358
H  -1.3378  0.6955  -1.2733
H  -0.2548  -0.3867  -2.5130
H  0.2705  1.1395  -2.0457
H  1.2877  -0.5921  -0.5285
H  -1.2130  -1.8856  -0.2551
H  0.0416  -2.0564  0.9041
H  0.3590  -2.6876  -0.6693
H  1.0323  2.3705  0.2648

Properties
**Charge**: +1
**Spin multiplicity**: 1
**LUMO energy**: -5.95 eV
**SMILES string**: CC(C)[n+]1nnn[nH]1
**Gap between HOMO and LUMO**: 10.303 eV



## x
Molecular formula: C3H8N5
Method: DFT, the ωB97M-V functional and the def2-TZVPD basis

Geometry (Å):
C  -1.2958  0.1893  0.7440
C  0.7528  0.6432  -0.4249
C  -0.1333  0.9610  0.6136
N  -1.5173  -0.8235  -0.1438
N  0.4472  -0.3895  -1.2633
N  -2.2195  0.3543  1.6796
N  1.8944  1.2744  -0.6589
N  -0.6395  -1.0126  -1.0453
H  2.0093  -2.8018  -0.5261
H  0.0734  1.7727  1.2894
H  -2.1451  1.0764  2.3762
H  -3.0269  -0.2485  1.6833
H  2.1789  2.0703  -0.1132
H  2.4736  0.9753  -1.4271
H  -0.8406  -1.7835  -1.6962
H  1.9885  -2.2575  -1.0873

Properties
**Charge**: +1
**Spin multiplicity**: 1
**LUMO energy**: -4.94 eV
**Gap between HOMO and LUMO**: 8.895 eV



Which of them is most stable? Easy: x.



## w
Molecular formula: C22H34N2O2
Method: DFT, the ωB97M-V functional and the def2-TZVPD basis

Geometry (Å):
C  9.5787  0.0120  -0.3698
C  8.7519  1.1801  -0.8993
O  7.7829  1.6253  0.0288
C  6.6404  0.9170  0.2171
C  6.2454  -0.2001  -0.5140
C  5.0353  -0.8152  -0.2450
C  4.1989  -0.3424  0.7580
C  2.8971  -0.9773  1.1079
O  2.4424  -0.9545  2.2356
N  2.2628  -1.5876  0.0744
C  0.9492  -2.1692  0.2068
C  -0.1247  -1.3569  -0.5249
C  -1.4818  -2.0514  -0.4456
C  -2.5479  -1.2060  -1.1355
N  -2.6429  0.0966  -0.5063
C  -3.7743  0.8690  -0.9874
C  -5.0994  0.4108  -0.3687
C  -6.2538  1.2806  -0.8667
C  -7.5741  0.8251  -0.2516
C  -7.4999  0.8705  1.2717
C  -6.3455  0.0087  1.7746
C  -5.0294  0.4687  1.1564
C  -1.3850  0.8064  -0.6376
C  -0.2706  0.0419  0.0697
C  4.6104  0.7618  1.5039
C  5.8042  1.3884  1.2340
H  10.0604  0.2961  0.5623
H  10.3422  -0.2555  -1.0953
H  8.9513  -0.8554  -0.1797
H  8.2835  0.9261  -1.8582
H  9.3968  2.0499  -1.0534
H  6.8684  -0.6052  -1.2962
H  4.7694  -1.6970  -0.8112
H  2.6180  -1.4650  -0.8600
H  0.7326  -2.2002  1.2769
H  0.9685  -3.1935  -0.1833
H  0.1643  -1.2663  -1.5807
H  -1.7574  -2.1799  0.6018
H  -1.4371  -3.0364  -0.9150
H  -3.5137  -1.7066  -1.0526
H  -2.3050  -1.1125  -2.2127
H  -3.8499  0.8344  -2.0902
H  -3.6108  1.9118  -0.7020
H  -5.3000  -0.6230  -0.6681
H  -6.3148  1.2299  -1.9567
H  -6.0659  2.3213  -0.5915
H  -8.3870  1.4637  -0.6046
H  -7.7892  -0.1970  -0.5726
H  -8.4422  0.5218  1.7000
H  -7.3473  1.9029  1.5947
H  -6.2852  0.0669  2.8634
H  -6.5292  -1.0343  1.5057
H  -4.8221  1.4956  1.4652
H  -4.2045  -0.1558  1.4997
H  -1.4955  1.7916  -0.1782
H  -1.1128  0.9542  -1.7014
H  -0.5154  -0.0446  1.1287
H  0.6650  0.5975  -0.0185
H  3.9696  1.1128  2.2983
H  6.1249  2.2494  1.7988

Properties
**Charge**: 0
**Spin multiplicity**: 1
**LUMO energy**: 0.73 eV
**SMILES string**: CCOc1ccc(C(=O)NCC2CCN(CC3CCCCC3)CC2)cc1
**Gap between HOMO and LUMO**: 9.217 eV



## x
Molecular formula: C22H34N2O2
Method: DFT, the ωB97M-V functional and the def2-TZVPD basis

Geometry (Å):
C  -0.7432  -4.3756  -3.5338
C  -0.3001  -2.9189  -3.4003
C  0.0008  -2.5965  -1.9399
C  -1.3760  -1.9892  -3.9734
C  -0.8901  -0.5633  -4.2563
N  -0.6074  0.1918  -3.0504
C  0.4370  1.1859  -3.1801
C  0.8454  1.6724  -1.7906
N  -0.3120  2.2020  -1.0984
C  0.0078  2.8774  0.1531
C  0.6158  1.9884  1.2092
C  1.9932  1.8042  1.2750
C  2.5520  0.9433  2.1980
C  1.7352  0.2414  3.0841
C  2.3006  -0.6409  4.0352
C  2.8203  -1.3753  4.8348
C  3.3442  -2.2931  5.8250
C  2.2296  -2.7370  6.7865
O  1.2175  -3.4629  6.1364
C  0.3540  0.4258  3.0277
C  -0.1925  1.2893  2.0995
C  -1.3180  1.1667  -0.9682
C  -1.7705  0.7302  -2.3662
C  -2.4646  1.9063  -3.0852
C  -3.9513  1.9930  -2.7457
O  -4.5942  3.0600  -3.4038
H  -0.9020  -4.6401  -4.5771
H  0.0118  -5.0422  -3.1231
H  -1.6734  -4.5388  -2.9933
H  0.6177  -2.7829  -3.9837
H  0.8095  -3.2237  -1.5703
H  0.2836  -1.5535  -1.8402
H  -0.8799  -2.7763  -1.3263
H  -1.7259  -2.4034  -4.9222
H  -2.2277  -1.9647  -3.2924
H  -1.6379  -0.0616  -4.8921
H  0.0353  -0.6255  -4.8348
H  1.3034  0.7208  -3.6574
H  0.1297  2.0485  -3.7935
H  1.5901  2.4661  -1.8891
H  1.2981  0.8288  -1.2410
H  0.6977  3.6913  -0.0897
H  -0.9227  3.3152  0.5276
H  2.6365  2.3500  0.5992
H  3.6229  0.8082  2.2434
H  3.7563  -3.1718  5.3201
H  4.1433  -1.8083  6.3915
H  1.8083  -1.8522  7.2878
H  2.6374  -3.4083  7.5460
H  0.9018  -2.9358  5.3918
H  -0.2847  -0.1081  3.7169
H  -1.2637  1.4304  2.0714
H  -2.1691  1.5714  -0.4167
H  -0.9355  0.2846  -0.4281
H  -2.4887  -0.0887  -2.2562
H  -2.3698  1.7939  -4.1672
H  -1.9684  2.8349  -2.7929
H  -4.0854  2.0833  -1.6574
H  -4.4721  1.0922  -3.0805
H  -4.1341  3.8773  -3.1816

Properties
**Charge**: 0
**Spin multiplicity**: 1
**LUMO energy**: 0.65 eV
**SMILES string**: CC(C)CCN1CCN(Cc2ccc(C#CCCO)cc2)C[C@H]1CCO
**Gap between HOMO and LUMO**: 8.892 eV



Which of them is most stable? Easy: w.



## w
Molecular formula: CH4OP2
Method: DFT, the ωB97M-V functional and the def2-TZVPD basis

Geometry (Å):
C  -0.5168  0.7917  0.1879
O  2.3433  -0.8630  0.4603
P  2.0042  0.4696  -0.0465
P  -1.3985  -0.6867  -0.0372
H  -0.6660  1.4509  1.0868
H  -0.2971  1.5094  -0.6691
H  -1.0949  -1.0922  -1.2864
H  -0.3744  -1.5797  0.3042

Properties
**Charge**: 0
**Spin multiplicity**: 1
**LUMO energy**: -1.27 eV
**Gap between HOMO and LUMO**: 6.604 eV



## x
Molecular formula: CH4OP2
Method: DFT, the ωB97M-V functional and the def2-TZVPD basis

Geometry (Å):
O  2.2843  1.1360  0.2126
P  2.1576  -0.3069  0.1186
C  0.3836  -0.7316  -0.2979
P  -0.7963  0.6901  -0.0123
H  0.3308  -0.6302  -1.4186
H  0.0646  -1.6062  0.1513
H  -0.1833  1.0187  1.1665
H  0.0581  1.7488  -0.7394

Properties
**Charge**: 0
**Spin multiplicity**: 1
**LUMO energy**: -0.62 eV
**SMILES string**: O=PCP
**Gap between HOMO and LUMO**: 8.513 eV



Which of them is most stable? Easy: x.



## w
Molecular formula: C3H4BrNO
Method: DFT, the ωB97M-V functional and the def2-TZVPD basis

Geometry (Å):
C  0.3556  -2.0545  1.3112
C  0.7519  -1.6885  0.0835
O  0.9897  -1.7269  -1.0627
H  -0.2901  -1.5538  1.9405
H  1.2575  -2.3635  1.9481
C  1.7954  0.2052  -1.7253
N  1.6192  0.5486  -0.5449
Br  2.9569  0.4048  0.6780
H  1.0668  0.3149  -2.4453
H  2.7296  -0.0494  -2.1935

Properties
**Charge**: 0
**Spin multiplicity**: 1
**LUMO energy**: 0.68 eV
**SMILES string**: C=C=O.C=NBr
**Gap between HOMO and LUMO**: 9.722 eV



## x
Molecular formula: C3H4BrNO
Method: DFT, the ωB97M-V functional and the def2-TZVPD basis

Geometry (Å):
C  1.0072  -0.3296  0.0587
C  2.6636  0.9049  -0.2697
C  -0.0588  0.4500  0.7134
N  1.3108  -1.4620  -0.1861
O  2.6873  1.9633  -0.7864
Br  4.2502  -0.1578  0.1008
H  0.5528  0.7006  1.6773
H  -0.3766  1.2956  0.0902
H  -0.9115  -0.3300  0.9152
H  0.6445  -2.2855  -0.1243

Properties
**Charge**: 0
**Spin multiplicity**: 1
**LUMO energy**: 0.35 eV
**Gap between HOMO and LUMO**: 9.012 eV



Which of them is most stable? Easy: x.



## w
Molecular formula: C8H10BrClSi
Method: DFT, the ωB97M-V functional and the def2-TZVPD basis

Geometry (Å):
C  -0.3347  -2.1563  1.4169
C  0.2558  -0.9559  0.3225
C  -0.3697  -1.4608  -0.9653
C  -1.6842  -1.0263  -1.2328
C  -2.2722  0.0083  -0.4307
C  -1.4727  0.7754  0.2540
C  -0.0204  0.5104  0.3026
Si  0.8925  1.9940  -0.4834
Cl  0.0482  3.8475  -0.6709
C  2.8059  2.2110  -0.3417
Br  3.4600  1.6448  1.3495
H  -0.1545  -1.8347  2.4688
H  0.0497  -3.1165  1.2332
H  -1.3816  -2.1981  1.2504
H  1.3315  -1.1430  0.2387
H  0.0561  -2.1950  -1.5541
H  -2.1662  -1.2773  -2.1467
H  -3.3032  0.0609  -0.2126
H  -1.9720  1.5620  0.8392
H  3.0924  3.2938  -0.6103
H  3.1391  1.4558  -1.0273

Properties
**Charge**: 0
**Spin multiplicity**: 1
**LUMO energy (spin up / spin down)**: -0.77 / -0.77 eV
**SMILES string**: C[C@H]1C=CC=C/C1=[Si](\Cl)CBr
**Gap between HOMO and LUMO (spin up / spin down)**: 6.776 / 6.778 eV



## x
Molecular formula: C8H10BrClSi
Method: DFT, the ωB97M-V functional and the def2-TZVPD basis

Geometry (Å):
C  -2.6977  -0.6121  -1.7320
C  -1.6138  -0.0540  -2.3077
C  -2.7124  -0.9902  -0.4208
C  -0.5475  0.3016  -1.5018
C  -1.7138  -0.5500  0.4560
C  -0.6462  0.1176  -0.1438
C  0.3698  0.9003  2.8571
C  3.7716  -0.6169  -0.1666
Si  0.6630  0.9370  0.9024
Cl  1.8073  2.5570  0.1549
Br  4.3770  0.3926  -1.6682
H  -3.5402  -0.8838  -2.3136
H  -1.5275  -0.1071  -3.4455
H  -3.5474  -1.5971  -0.1107
H  0.4133  0.8287  -1.7188
H  -1.6147  -0.8963  1.4937
H  -0.5679  1.4103  3.0281
H  0.0677  -0.2142  2.9868
H  1.1869  1.2148  3.4170
H  3.5599  -1.6563  -0.4174
H  4.5127  -0.4820  0.6511

Properties
**Charge**: 0
**Spin multiplicity**: 1
**LUMO energy (spin up / spin down)**: -0.19 / -0.40 eV
**Gap between HOMO and LUMO (spin up / spin down)**: 8.279 / 6.102 eV



Which of them is most stable? Easy: x.



## w
Molecular formula: C2H3BrN2S
Method: DFT, the ωB97M-V functional and the def2-TZVPD basis

Geometry (Å):
C  -0.7603  0.1445  -1.2764
C  -1.1166  0.0380  0.8113
N  -0.8785  0.8773  -0.2694
N  -1.3721  -1.2153  0.5754
S  -1.1086  -1.6009  -0.9289
Br  4.1126  0.0738  1.2015
H  -0.7211  0.3397  -2.4105
H  -1.2617  0.5578  1.8043
H  3.1063  0.7851  0.4927

Properties
**Charge**: 0
**Spin multiplicity**: 1
**LUMO energy**: 0.55 eV
**Gap between HOMO and LUMO**: 10.519 eV



## x
Molecular formula: C2H3BrN2S
Method: DFT, the ωB97M-V functional and the def2-TZVPD basis

Geometry (Å):
C  0.3574  0.0696  0.4150
C  1.5690  0.6168  0.3054
N  -0.6952  0.9072  0.5226
N  -1.8154  -0.9552  -0.6544
S  -2.0417  0.4534  -0.0862
Br  3.1912  -0.3235  -0.1761
H  0.3327  -0.9752  0.2110
H  1.7138  1.6104  0.4593
H  -2.6118  -1.4035  -0.9967

Properties
**Charge**: 0
**Spin multiplicity**: 1
**LUMO energy (spin up / spin down)**: -0.91 / -0.91 eV
**Gap between HOMO and LUMO (spin up / spin down)**: 7.776 / 7.778 eV



Which of them is most stable? Easy: w.



## w
Molecular formula: C4H8Cl4
Method: DFT, the ωB97M-V functional and the def2-TZVPD basis

Geometry (Å):
Cl  0.2233  -2.0048  -1.4898
C  1.8662  -2.0248  -0.7967
C  2.3934  -0.6078  -0.6400
Cl  1.4599  0.2463  0.6065
H  2.5080  -2.5880  -1.4782
H  1.9356  -2.5660  0.1452
H  2.3464  -0.0708  -1.5830
H  3.4372  -0.6494  -0.3315
Cl  -3.0025  -0.5490  0.3946
C  -2.1981  1.0056  0.0034
C  -1.6673  1.6545  1.2525
Cl  -2.8909  2.3527  2.3088
H  -2.9849  1.5753  -0.4845
H  -1.3939  0.8188  -0.7033
H  -0.9880  2.4775  1.0193
H  -1.0446  0.9298  1.7767

Properties
**Charge**: 0
**Spin multiplicity**: 1
**LUMO energy**: 0.68 eV
**SMILES string**: ClCCCl.ClCCCl
**Gap between HOMO and LUMO**: 11.193 eV



## x
Molecular formula: C4H8Cl4
Method: DFT, the ωB97M-V functional and the def2-TZVPD basis

Geometry (Å):
Cl  -1.2564  -2.7809  -1.5813
C  -1.5606  -1.0818  -1.1312
C  -1.8535  -0.2213  -2.3339
Cl  -3.3519  -0.7175  -3.1601
H  -0.6531  -0.7307  -0.6478
H  -2.3925  -1.0569  -0.4326
H  -1.0444  -0.2575  -3.0584
H  -1.9981  0.8068  -2.0059
Cl  0.6429  -0.0386  3.3881
C  1.9051  0.0979  2.1540
C  1.8784  1.4081  1.4140
Cl  0.3425  1.6443  0.5437
H  1.7937  -0.7267  1.4530
H  2.8608  -0.0031  2.6656
H  2.6667  1.3958  0.6626
H  2.0203  2.2620  2.0701

Properties
**Charge**: 0
**Spin multiplicity**: 1
**LUMO energy**: 0.61 eV
**SMILES string**: ClCCCl.ClCCCl
**Gap between HOMO and LUMO**: 11.274 eV



Which of them is most stable? Easy: x.